Version one
One molecule with the formula C5H8N2O4, computed with wB97M-V/def2-TZVPD.

Calculated values
Gap between HOMO and LUMO, eV: 10.11

Atoms and positions in Å:
N 1.62275 -0.59437 -0.91472
C -1.09875 0.68724 0.01441
O 0.53849 2.26679 -0.63743
H -1.33097 0.87905 -1.03909
H -0.30217 2.31786 1.30350
O -0.65760 -2.99724 -0.69616
H 0.95670 0.39100 2.09136
H -1.99248 0.79782 0.62739
C -1.22518 -1.78424 -0.72898
C 0.05163 1.60777 0.53688
H 0.27758 -2.89109 -0.46040
O 1.14821 -1.21897 -1.84349
C -0.57012 -0.75218 0.17387
C 1.17004 0.64192 1.06404
N 0.91432 -0.56121 0.19543
H -0.81261 -1.14577 1.19514
O -2.14789 -1.52903 -1.47012
H 1.26316 2.88694 -0.36780
H 2.19488 0.99769 0.95618

Mulliken population analysis, charges in e, atoms 1 to 6: -0.1896 -0.9336 -0.5218 0.3478 0.4224 -0.4914


Version two
One molecule with the formula C5H8N2O4, computed with wB97M-V/def2-TZVPD.

Calculated values
Gap between HOMO and LUMO (alpha / beta), eV: 7.32 / 7.32

Atoms and positions in Å:
H -2.56541 2.44133 1.00354
H -2.69149 3.82444 -0.27934
H 0.51280 -3.83971 1.18716
C 0.29101 0.71730 -1.17829
N -0.70185 0.65103 0.92319
O -1.35410 2.37315 -0.64513
N 0.83522 -0.51209 -1.01663
H 0.37518 1.21739 -2.21128
C 1.37358 -3.17645 1.03892
H -1.21673 3.62445 0.81558
H 2.11877 -3.93216 1.06005
O -1.69431 0.71536 1.66381
O 1.79607 -0.73141 -2.08615
C -2.04689 3.13283 0.33437
C 0.53342 -1.45380 -0.16314
O 1.39293 -2.46417 -0.18625
C -0.64725 1.28502 -0.26708
H 1.41958 -2.35803 1.83979
H 2.26947 -1.51447 -1.83314

Mulliken population analysis, charges in e, atoms 1 to 6: 0.3439 0.1858 0.2655 -0.3809 0.0616 -0.3327


Most stable structure: version one


Version one
A 3-piece molecular cluster, C3H3N5 overall, computed with wB97M-V/def2-TZVPD.

Calculated values
Gap between HOMO and LUMO, eV: 7.53

Atoms and positions in Å:
C 2.22917 -0.30067 1.54764
N -0.05292 1.82897 0.35903
N -0.46615 -1.27087 -1.41299
C 0.25471 0.57482 0.31931
N -1.27131 1.97641 -0.26393
C 1.43364 0.15924 0.85461
H -0.65871 -2.17407 -0.18660
H -1.92309 -0.73769 -2.54598
N -1.70869 0.85154 -0.80482
N -0.68289 -0.16941 -0.44449
H 2.84624 -0.73826 2.57822

Mulliken population analysis, charges in e, atoms 1 to 6: 0.2057 -0.2926 -0.5409 0.4194 -0.2907 -0.5005


Version two
One molecule with the formula C3H3N5, computed with wB97M-V/def2-TZVPD.

Calculated values
Gap between HOMO and LUMO, eV: 8.64

Atoms and positions in Å:
N 0.06118 1.41880 -0.41912
H 2.73842 -0.28310 0.58460
C 1.60328 -0.21869 0.40338
N -1.63404 -0.45390 1.15390
C -0.99304 -0.38418 -0.01054
N -1.00259 0.85635 -0.89135
N 1.06503 -1.22464 -0.28342
C 1.04021 1.00324 0.54697
H -2.17877 0.45472 1.00169
N -0.21260 -1.21859 -0.71669
H 1.59882 1.78005 0.87157

Mulliken population analysis, charges in e, atoms 1 to 6: 0.0171 0.3264 0.1373 -0.5540 0.5953 -0.3411


Version three
One molecule with the formula C3H3N5, computed with wB97M-V/def2-TZVPD.

Calculated values
Gap between HOMO and LUMO, eV: 8.61

Atoms and positions in Å:
N 0.80796 1.13718 0.03949
N 1.04432 -1.29136 -0.67670
C -0.55172 1.09861 0.43256
N -1.62914 0.55327 -0.49837
H -0.16699 1.31291 2.30689
H -0.71995 -2.38592 -0.48944
N -1.36829 -0.62607 -0.86782
H 2.43744 0.19980 -0.94937
C -0.26192 -1.43177 -0.51799
C 1.46917 0.12361 -0.38102
N -1.06089 1.30974 1.60177

Mulliken population analysis, charges in e, atoms 1 to 6: -0.4750 -0.4057 0.5565 -0.1914 0.2853 0.3587


Version four
One molecule with the formula C3H3N5, computed with wB97M-V/def2-TZVPD.

Calculated values
Gap between HOMO and LUMO, eV: 9.97

Atoms and positions in Å:
N 0.70539 1.11932 -0.00236
H 1.15845 -2.18724 0.17155
C 0.75981 -1.15032 0.07157
N -2.54964 0.03198 0.03147
C -0.60204 -0.69461 -0.01050
H 2.50527 0.23919 0.05374
N -1.85049 -1.08405 -0.03172
N -1.84199 1.05739 0.10638
N -0.56998 0.67988 -0.01127
H 0.77568 1.99851 -0.44024
C 1.50955 -0.01004 0.06138

Mulliken population analysis, charges in e, atoms 1 to 6: -0.2925 0.3249 -0.5820 -0.2005 0.4277 0.4934


Most stable structure: version four